No. 1
{
  "formula": "C5H10NO",
  "method": "the ωB97M-V functional and the def2-TZVPD basis",
  "symbols": ["C", "C", "C", "C", "C", "N", "O", "H", "H", "H", "H", "H", "H", "H", "H", "H", "H"],
  "positions_angstrom": [[-0.703, -1.107, -0.130], [-1.792, -0.084, -0.079], [-1.032, 1.231, -0.162], [0.384, 0.785, 0.169], [1.737, -1.165, -0.098], [0.460, -0.615, -0.022], [1.475, 1.470, -0.157], [-0.838, -2.148, -0.275], [-2.715, -0.260, -0.644], [-2.251, -0.158, 0.890], [-1.093, 1.296, -1.197], [-1.518, 2.079, 0.288], [0.549, 0.437, 1.913], [2.282, -0.413, -0.686], [1.758, -2.180, -0.690], [1.957, -1.630, 0.906], [1.342, 2.463, -0.025]],
  "mulliken_charge": [-0.0704, -0.7956, -0.6742, 0.0090, -0.8564, 0.2177, -0.4468, 0.4925, 0.4397, 0.3327, 0.3047, 0.4801, 0.1732, 0.3208, 0.3515, 0.3444, 0.3773],
  "e_lumo_ev": [-4.755, -4.755],
  "charge": 1,
  "e_above_lowest_kcal_mol": 104.3,
  "homo_lumo_gap_ev": [8.72, 8.72]
}



No. 2
{
  "formula": "C31H29BrN5NiO5",
  "method": "the ωB97M-V functional and the def2-TZVPD basis",
  "symbols": ["Ni", "C", "C", "C", "C", "C", "C", "C", "C", "N", "C", "O", "C", "C", "C", "C", "C", "N", "C", "O", "N", "C", "C", "C", "C", "C", "C", "C", "C", "H", "H", "H", "H", "H", "H", "H", "H", "H", "H", "H", "H", "H", "H", "H", "H", "H", "H", "H", "H", "H", "Br", "C", "C", "C", "C", "C", "N", "C", "O", "O", "H", "H", "H", "C", "C", "N", "O", "H", "H", "H", "H", "H"],
  "positions_angstrom": [[-0.028, -0.371, -0.371], [-3.919, 1.272, 0.241], [-3.367, 1.847, -1.033], [-4.236, 2.278, -2.030], [-3.759, 2.836, -3.204], [-2.391, 2.956, -3.389], [-1.496, 2.523, -2.420], [-0.016, 2.622, -2.649], [-1.984, 1.976, -1.230], [-1.080, 1.484, -0.256], [-1.108, 2.074, 0.937], [-1.683, 3.109, 1.298], [-0.346, 1.289, 1.989], [-0.295, 1.669, 3.319], [0.372, 0.841, 4.213], [0.960, -0.333, 3.764], [0.869, -0.638, 2.416], [0.241, 0.171, 1.573], [1.490, -1.877, 1.816], [2.078, -2.650, 2.584], [1.343, -1.947, 0.494], [2.177, -2.871, -0.163], [1.622, -3.858, -0.991], [0.134, -3.977, -1.111], [2.451, -4.719, -1.696], [3.831, -4.621, -1.605], [4.379, -3.650, -0.786], [3.576, -2.779, -0.055], [4.234, -1.763, 0.835], [-4.967, 0.994, 0.115], [-3.843, 2.004, 1.047], [-3.359, 0.390, 0.555], [-5.304, 2.166, -1.878], [-4.446, 3.156, -3.976], [-2.003, 3.375, -4.311], [0.191, 3.088, -3.613], [0.428, 1.626, -2.639], [0.465, 3.214, -1.867], [-0.788, 2.585, 3.612], [0.426, 1.107, 5.262], [1.477, -1.024, 4.414], [-0.340, -3.999, -0.128], [-0.142, -4.877, -1.661], [-0.257, -3.113, -1.647], [2.001, -5.474, -2.329], [4.469, -5.292, -2.166], [5.457, -3.561, -0.699], [5.245, -1.546, 0.486], [4.281, -2.130, 1.862], [3.665, -0.832, 0.871], [-2.145, -1.857, 2.568], [-2.644, -2.251, 0.780], [-3.693, -3.136, 0.599], [-4.118, -3.369, -0.699], [-3.482, -2.714, -1.737], [-2.418, -1.874, -1.450], [-1.995, -1.647, -0.196], [-1.648, -1.219, -2.607], [-2.141, -1.323, -3.723], [-0.562, -0.660, -2.273], [-4.157, -3.607, 1.453], [-4.937, -4.052, -0.888], [-3.760, -2.829, -2.773], [4.074, 0.858, -1.458], [2.694, 0.952, -0.873], [2.487, 1.869, 0.094], [1.787, 0.259, -1.313], [4.812, 1.420, -0.889], [4.035, 1.241, -2.478], [4.353, -0.192, -1.502], [3.250, 2.343, 0.540], [1.564, 1.923, 0.502]],
  "mulliken_charge": [1.9858, -1.4706, 1.4802, -1.0256, -0.8636, -1.0501, 1.3463, -1.0512, -0.9685, 0.9995, -0.2276, -0.8035, 0.2095, -0.6550, -0.8278, -0.6453, 0.0564, 1.1128, -0.4014, -0.7906, 0.4760, -0.6224, 0.9453, -1.0737, -0.9838, -0.8656, -0.9701, 1.5141, -1.7557, 0.4231, 0.3459, 0.1134, 0.3647, 0.3832, 0.3402, 0.4620, 0.0888, 0.2060, 0.6220, 0.4084, 0.6217, 0.1891, 0.5004, 0.0021, 0.3676, 0.3854, 0.3555, 0.4228, 0.4569, 0.2235, -0.0616, -0.2208, -0.7546, -0.6939, -0.8912, 0.3882, 0.7425, 0.4809, -0.8314, -0.8167, 0.4949, 0.4338, 0.5544, -1.3120, 0.9016, -0.1862, -0.8051, 0.3928, 0.3400, 0.2128, 0.2421, 0.0329],
  "spin_multiplicity": 3,
  "e_lumo_ev": [2.499, 2.499],
  "s_squared": 2.00,
  "charge": -1,
  "e_above_lowest_kcal_mol": 6.6,
  "homo_lumo_gap_ev": [7.53, 7.66]
}



No. 3
{
  "formula": "C2H2NO2P",
  "method": "the ωB97M-V functional and the def2-TZVPD basis",
  "symbols": ["C", "C", "N", "O", "O", "P", "H", "H"],
  "positions_angstrom": [[-0.252, -0.768, 0.288], [-0.682, 0.590, 0.544], [0.621, -1.485, -0.236], [-0.847, -0.588, 1.435], [1.226, 0.647, -1.524], [1.523, -0.771, -1.632], [-1.585, 1.119, 0.154], [-0.005, 1.258, 0.970]],
  "mulliken_charge": [0.7534, -0.2456, -0.6305, -0.3674, -0.3879, 0.4496, 0.2120, 0.2165],
  "e_lumo_ev": -0.862,
  "smiles": "O=P/N=C1\\CO1",
  "e_above_lowest_kcal_mol": 44.5,
  "homo_lumo_gap_ev": 9.00
}



No. 4
{
  "formula": "C3H4N2O",
  "method": "the ωB97M-V functional and the def2-TZVPD basis",
  "symbols": ["O", "C", "N", "C", "C", "N", "H", "H", "H", "H"],
  "positions_angstrom": [[-1.416, -0.243, -1.177], [-0.243, -0.455, -1.393], [0.720, -0.459, -0.415], [0.302, -0.036, 0.902], [-0.721, 1.051, 0.937], [-1.475, 1.882, 1.225], [0.163, -0.642, -2.403], [1.698, -0.612, -0.637], [-0.159, -0.854, 1.468], [1.129, 0.368, 1.493]],
  "mulliken_charge": [-0.5114, 0.0196, -0.1367, -0.3059, 0.2353, -0.4254, 0.3561, 0.2332, 0.2169, 0.3183],
  "e_lumo_ev": 0.464,
  "smiles": "N#CCNC=O",
  "e_above_lowest_kcal_mol": 23.0,
  "homo_lumo_gap_ev": 10.90
}



No. 5
{
  "formula": "C6H8S",
  "method": "the ωB97M-V functional and the def2-TZVPD basis",
  "symbols": ["C", "C", "C", "C", "C", "C", "S", "H", "H", "H", "H", "H", "H", "H", "H"],
  "positions_angstrom": [[-0.915, -1.891, 0.509], [-0.216, -0.800, 0.331], [1.302, -0.202, -1.410], [0.843, 0.009, -0.200], [-1.638, -0.523, 0.667], [1.340, 1.178, 0.687], [-2.724, 0.052, -0.730], [-1.155, -2.868, 0.612], [2.119, 0.329, -1.749], [0.700, -0.789, -2.096], [-1.883, -0.051, 1.648], [2.435, 0.980, 0.558], [1.081, 1.031, 1.709], [0.998, 2.272, 0.496], [-2.287, 1.273, -1.033]],
  "mulliken_charge": [-0.8993, 0.1391, -0.8852, 0.8668, -0.2506, -1.1400, -0.2889, 0.4646, 0.3604, 0.2832, 0.3281, 0.3396, 0.3510, 0.2266, 0.1045],
  "e_lumo_ev": 0.725,
  "smiles": "C=C(C)C1=C[C@@H]1S",
  "e_above_lowest_kcal_mol": 80.7,
  "homo_lumo_gap_ev": 9.53
}



No. 6
{
  "formula": "C28H75NNbO14P2",
  "method": "the ωB97M-V functional and the def2-TZVPD basis",
  "symbols": ["C", "C", "O", "O", "C", "Nb", "C", "N", "C", "C", "O", "C", "O", "P", "P", "O", "O", "O", "H", "H", "H", "H", "H", "H", "H", "H", "H", "H", "H", "H", "H", "H", "H", "H", "H", "H", "H", "C", "C", "C", "O", "H", "H", "H", "H", "H", "H", "H", "H", "C", "C", "C", "O", "H", "H", "H", "H", "H", "H", "H", "H", "C", "C", "C", "O", "H", "H", "H", "H", "H", "H", "H", "H", "C", "C", "C", "O", "H", "H", "H", "H", "H", "H", "H", "H", "C", "C", "C", "O", "H", "H", "H", "H", "H", "H", "H", "H", "C", "C", "C", "O", "H", "H", "H", "H", "H", "H", "H", "H", "C", "C", "C", "O", "H", "H", "H", "H", "H", "H", "H", "H"],
  "positions_angstrom": [[4.905, 0.904, -2.078], [4.183, 1.339, -0.672], [4.788, 1.729, 0.452], [2.682, 1.345, -0.678], [2.374, 2.753, -1.085], [0.153, 3.150, -1.436], [-2.111, 3.647, -1.532], [-2.699, 3.458, -2.914], [0.691, 5.391, -1.592], [1.206, 5.823, -3.113], [2.576, 6.391, -3.125], [3.495, 5.325, -3.558], [4.670, 5.125, -2.908], [-0.318, 0.609, -1.468], [0.408, -0.245, -3.388], [-0.477, -1.491, -3.863], [0.385, 0.902, -4.699], [2.064, -0.861, -3.215], [4.517, 1.668, -2.906], [6.073, 0.884, -2.015], [4.504, -0.171, -2.379], [2.680, 3.410, -0.136], [3.077, 3.076, -1.962], [-0.030, 3.240, 0.391], [0.296, 3.062, -3.238], [-2.209, 4.775, -1.156], [-2.703, 3.007, -0.716], [-3.633, 2.963, -2.793], [-2.038, 2.865, -3.464], [-0.182, 6.097, -1.210], [1.610, 5.612, -0.865], [1.205, 4.937, -3.878], [0.390, 6.597, -3.512], [3.277, 4.551, -4.435], [-1.778, 0.462, -1.397], [1.169, 1.525, -4.665], [2.476, -0.979, -4.139], [-1.969, 0.559, 2.103], [-1.145, 1.644, 2.776], [-0.739, 1.240, 4.184], [-1.906, 2.848, 2.832], [-2.894, 0.367, 2.658], [-2.265, 0.869, 1.095], [-1.406, -0.377, 2.030], [-0.250, 1.850, 2.179], [-1.620, 1.073, 4.813], [-0.157, 2.036, 4.660], [-0.139, 0.325, 4.174], [-2.703, 2.675, 3.360], [1.393, -4.359, 0.143], [0.170, -3.663, -0.431], [-0.724, -4.639, -1.179], [0.588, -2.630, -1.320], [2.002, -4.802, -0.654], [2.034, -3.642, 0.667], [1.106, -5.149, 0.843], [-0.397, -3.189, 0.377], [-0.190, -5.092, -2.022], [-1.594, -4.122, -1.597], [-1.075, -5.438, -0.518], [1.093, -3.041, -2.041], [-6.975, 0.877, 3.150], [-6.417, 0.971, 1.739], [-7.422, 0.475, 0.711], [-5.227, 0.193, 1.649], [-7.211, -0.161, 3.409], [-6.237, 1.225, 3.880], [-7.884, 1.478, 3.256], [-6.147, 2.010, 1.518], [-7.673, -0.577, 0.884], [-7.002, 0.538, -0.299], [-8.344, 1.065, 0.744], [-5.457, -0.731, 1.843], [4.171, -6.772, 0.734], [4.237, -5.915, 1.988], [5.675, -5.678, 2.422], [3.526, -6.562, 3.040], [4.617, -7.758, 0.909], [3.130, -6.945, 0.440], [4.696, -6.294, -0.099], [3.745, -4.954, 1.803], [6.174, -6.625, 2.657], [5.706, -5.070, 3.332], [6.244, -5.167, 1.639], [3.956, -7.416, 3.211], [-0.666, 1.622, -8.820], [-1.598, 2.354, -7.868], [-1.015, 3.691, -7.439], [-1.826, 1.546, -6.716], [0.297, 1.411, -8.340], [-1.093, 0.656, -9.110], [-0.483, 2.211, -9.724], [-2.568, 2.514, -8.353], [-0.065, 3.553, -6.911], [-1.692, 4.201, -6.745], [-0.843, 4.342, -8.302], [-0.971, 1.399, -6.279], [-3.980, -2.897, 4.130], [-3.156, -1.811, 4.803], [-2.750, -2.216, 6.211], [-3.917, -0.607, 4.859], [-4.905, -3.088, 4.686], [-4.276, -2.587, 3.123], [-3.417, -3.832, 4.058], [-2.261, -1.605, 4.207], [-3.631, -2.383, 6.841], [-2.168, -1.420, 6.688], [-2.149, -3.131, 6.201], [-4.714, -0.780, 5.387], [3.790, 0.656, 4.655], [3.439, -0.681, 4.023], [4.445, -1.068, 2.951], [2.139, -0.603, 3.444], [3.782, 1.457, 3.907], [3.050, 0.928, 5.416], [4.779, 0.625, 5.123], [3.408, -1.457, 4.796], [4.461, -0.329, 2.143], [4.173, -2.027, 2.496], [5.454, -1.152, 3.368], [2.157, 0.083, 2.756]],
  "mulliken_charge": [-0.5850, 0.5255, -0.6163, 0.1317, -0.2085, -0.9401, -0.2001, -0.5406, -0.5253, -0.0012, -0.3357, 0.2360, -0.5069, -0.0304, 0.7495, -0.6619, -0.4115, -0.4811, 0.1432, 0.3327, 0.0861, 0.2917, -0.2241, 0.2911, 0.2160, 0.2200, 0.0280, 0.2533, 0.1644, 0.2856, 0.3264, -0.0553, 0.2789, 0.2749, 0.1091, 0.2286, 0.2815, -0.1075, 0.9056, -1.2790, -0.5818, -0.0392, -0.2118, 0.2234, -0.2350, 0.2074, 0.3576, 0.2832, 0.3789, -1.0814, 0.4435, -1.4679, -0.2759, 0.3205, 0.1060, 0.4435, 0.1141, 0.3620, 0.3461, 0.4118, 0.2030, -1.2154, 0.4157, -1.3685, -0.3749, 0.2891, 0.2278, 0.4185, 0.3124, 0.3494, 0.3161, 0.4012, 0.2238, -1.2969, 1.0577, -1.4664, -0.5612, 0.3932, 0.2982, 0.3355, -0.1693, 0.3851, 0.3470, 0.3584, 0.3475, -1.2217, 0.3736, -1.1049, -0.4830, 0.2657, 0.3059, 0.3935, 0.3181, 0.1842, 0.3002, 0.4012, 0.2810, -1.3813, 0.9632, -1.4857, -0.4693, 0.3513, 0.2319, 0.4016, -0.0050, 0.3505, 0.3412, 0.3907, 0.3146, -1.3235, 0.3936, -0.7562, -0.3433, 0.2445, 0.3309, 0.4349, 0.2785, 0.0560, 0.0636, 0.4238, 0.1982],
  "e_lumo_ev": 1.435,
  "charge": -1,
  "homo_lumo_gap_ev": 6.60
}